[1]
Molecular formula: C3H5NO2
Method: DFT, wB97M-V/def2-TZVPD

The geometry in XYZ format:
```
11
Properties=species:S:1:pos:R:3:forces:R:3
C 1.259890 -0.178848 0.219447 0.153 0.008 0.043
N -0.137846 0.084717 -0.093146 -0.066 -0.030 0.020
C -0.634982 1.380287 -0.129646 0.092 0.215 0.076
O -0.053233 2.347784 0.293822 -0.091 -0.376 -0.309
C -0.999929 -0.989027 -0.219390 0.030 -0.220 -0.036
O -0.657648 -2.137854 -0.074597 -0.108 0.423 -0.096
H 1.650626 -0.888653 -0.513466 -0.043 0.094 0.145
H 1.364841 -0.612510 1.216747 -0.026 0.071 -0.114
H 1.801488 0.764938 0.163711 -0.079 -0.124 0.045
H -1.620765 1.440964 -0.622939 0.000 -0.038 0.234
H -2.039158 -0.691208 -0.446631 0.137 -0.023 -0.008
```
Positions in Å, forces in eV/Å.

LUMO (Eh): 0.028
SMILES string: CN(C=O)C=O
Spin multiplicity: 1

[2]
Molecular formula: C3H5NO2
Method: DFT, wB97M-V/def2-TZVPD

The geometry in XYZ format:
```
11
Properties=species:S:1:pos:R:3:forces:R:3
O 1.786562 -0.374303 -1.046392 -0.161 -0.108 -0.100
C 1.515378 -0.171507 0.260558 -0.075 0.073 0.326
C 0.294027 -0.370966 0.768813 0.296 -0.129 -0.016
N -0.728762 -0.843044 -0.113281 -0.296 0.377 0.008
C -1.584975 0.043531 -0.437058 0.106 -0.414 -0.015
O -1.580735 1.316987 -0.032516 0.265 0.014 0.117
H 0.981258 -0.779828 -1.416570 0.217 0.069 -0.113
H 2.375149 0.162494 0.831889 -0.171 -0.104 -0.008
H 0.079187 -0.274041 1.831024 0.078 0.005 -0.182
H -2.410956 -0.183885 -1.106086 0.053 0.000 0.096
H -0.738409 1.418982 0.463187 -0.310 0.218 -0.111
```
Positions in Å, forces in eV/Å.

LUMO (Eh): 0.031
SMILES string: O/C=C\N=C/O
Spin multiplicity: 1

[3]
Molecular formula: C3H5NO2
Method: DFT, wB97M-V/def2-TZVPD

The geometry in XYZ format:
```
11
Properties=species:S:1:pos:R:3:forces:R:3
C 0.201208 -0.709869 1.286696 0.039 0.253 0.012
C 0.001035 -0.032343 0.017437 -1.143 -2.719 -2.919
C -0.336902 1.313690 -0.511806 -0.159 0.083 -0.077
N 1.276975 -0.396011 0.540324 -0.130 0.180 0.091
O -0.186264 -1.222646 2.279472 -0.171 -0.371 0.498
O -0.578796 -1.262518 -1.169821 1.613 2.903 2.247
H 0.552131 1.770246 -0.947105 -0.037 0.008 0.034
H -0.723335 1.949834 0.286929 0.090 -0.009 -0.053
H -1.094889 1.215968 -1.283712 -0.030 0.011 0.040
H 2.092668 -0.845108 0.163336 0.171 -0.200 -0.168
H -1.203832 -1.781244 -0.661751 -0.243 -0.138 0.295
```
Positions in Å, forces in eV/Å.

LUMO (Eh): 0.028
Spin multiplicity: 1

Record-wise ΔE to the lowest compared entry with this formula, charge and spin values, in kJ/mol: 43.66, 160.96, 325.38
Record-wise highest occupied orbital energy values, in eV: -10.5, -8.8, -10.3